Formula: C19H28NPPtS
Source: the OMol25 dataset
Level of theory: wB97M-V/def2-TZVPD

Geometry as XYZ:
```
51
Properties=species:S:1:pos:R:3:lowdin_charge:R:1
C 0.457 3.273 -3.628 -0.084
C -0.817 2.794 -3.307 -0.053
C -0.978 1.792 -2.339 -0.291
C 0.139 1.312 -1.667 -0.247
C 1.425 1.764 -2.008 -0.340
C 1.578 2.773 -2.958 -0.059
C -2.362 1.299 -2.033 -0.155
C -2.487 -0.174 -1.630 -0.299
N -2.362 -1.139 -2.652 -0.273
Pt -0.055 -0.166 -0.147 0.598
C 2.603 1.093 -1.355 -0.288
P 2.011 -0.611 -0.926 0.653
H -1.704 3.179 -3.809 0.108
H 2.585 3.137 -3.178 0.108
H 0.578 4.024 -4.393 0.093
H 2.896 1.579 -0.407 0.095
H 3.490 1.034 -2.002 0.093
H -2.777 1.869 -1.189 0.100
H -3.019 1.475 -2.895 0.123
H -1.714 -0.509 -0.841 -0.055
C 3.314 -1.407 0.030 -0.270
C 2.028 -1.422 -2.546 -0.243
H -3.457 -0.356 -1.135 0.121
C -1.491 -1.059 -3.785 -0.069
C -3.156 -2.335 -2.553 -0.085
H 0.767 -1.185 0.927 -0.020
H -1.981 -1.598 -4.623 0.088
H -1.266 -0.036 -4.089 0.084
H -0.548 -1.597 -3.587 0.064
H -3.360 -2.722 -3.569 0.082
H -2.619 -3.120 -1.999 0.084
H -4.100 -2.135 -2.037 0.081
H 3.053 -1.464 -2.931 0.053
H 1.637 -2.439 -2.422 0.051
H 1.404 -0.881 -3.263 0.035
H 4.267 -1.349 -0.513 0.049
H 3.411 -0.923 1.008 0.045
H 3.033 -2.458 0.167 0.051
H -0.582 -1.449 0.713 -0.054
S -1.635 0.899 1.306 0.723
C -1.038 0.773 2.904 -0.679
C 0.336 0.827 3.213 -0.128
C 0.770 0.608 4.518 -0.084
C -0.158 0.421 5.556 -0.080
C -1.530 0.466 5.267 -0.094
C -1.972 0.638 3.969 -0.116
H 1.043 1.013 2.401 0.078
H 1.838 0.588 4.732 0.102
H 0.187 0.246 6.572 0.100
H -2.263 0.363 6.075 0.106
H -3.038 0.673 3.722 0.099
```

2S+1: 3
Kohn-Sham gap (spin up / spin down), eV: 4.887 / 4.939
<S²>: 2.02